*P*
{
  "formula": "C3H5BrS",
  "method": "ωB97M-V/def2-TZVPD",
  "e_homo_ev": [-8.2, -8.4],
  "charge": 0,
  "symbols": ["C", "C", "C", "S", "Br", "H", "H", "H", "H", "H"],
  "coordinates": [[-0.186, -1.593, -0.980], [-0.353, 0.554, -0.360], [0.512, 0.749, 0.905], [0.364, -0.084, -1.898], [-2.010, 1.344, -0.173], [0.506, -1.636, -0.065], [-1.190, -1.903, -0.845], [1.089, -0.092, 1.088], [-0.002, 1.153, 1.710], [1.270, 1.508, 0.618]]
}



*Q*
{
  "formula": "C3H5BrS",
  "method": "ωB97M-V/def2-TZVPD",
  "e_homo_ev": [-8.4, -8.4],
  "charge": 0,
  "symbols": ["C", "C", "C", "S", "Br", "H", "H", "H", "H", "H"],
  "coordinates": [[0.308, 1.907, -0.132], [-0.452, -1.984, -0.294], [0.068, 0.650, -0.510], [-1.015, -0.489, 0.289], [-0.096, -0.137, 2.540], [0.024, 2.360, 0.705], [0.988, 2.466, -0.733], [0.639, -2.078, -0.684], [-0.878, -2.922, 0.222], [0.413, 0.226, -1.404]]
}



*R*
{
  "formula": "C3H5BrS",
  "method": "ωB97M-V/def2-TZVPD",
  "e_homo_ev": -8.9,
  "charge": 0,
  "symbols": ["C", "C", "C", "S", "Br", "H", "H", "H", "H", "H"],
  "coordinates": [[0.430, -0.128, 0.577], [-1.028, -0.005, 0.566], [0.675, -0.094, -1.007], [-1.143, -0.472, -1.176], [1.073, 1.675, -1.694], [0.820, 0.639, 1.260], [0.679, -1.079, 0.871], [-1.591, -0.838, 1.013], [-1.363, 0.982, 0.979], [1.449, -0.680, -1.390]]
}



List of relative energies, unit eV: *P* 2.469; *Q* 1.675; *R* 0.000



*P*
{
  "formula": "C9H12N3",
  "method": "ωB97M-V/def2-TZVPD",
  "e_homo_ev": -12.2,
  "charge": 1,
  "symbols": ["N", "C", "N", "C", "C", "C", "C", "N", "C", "C", "C", "C", "H", "H", "H", "H", "H", "H", "H", "H", "H", "H", "H", "H"],
  "coordinates": [[0.565, 2.324, 0.751], [-0.237, 1.910, -0.369], [0.005, 0.284, -0.591], [-0.235, -0.485, 0.668], [-1.142, -0.254, 1.642], [-0.911, -1.217, 2.677], [0.099, -2.053, 2.194], [0.453, -1.648, 0.964], [1.299, -0.083, -0.994], [1.324, -0.456, -2.288], [-0.125, -0.544, -2.713], [-0.855, -0.119, -1.699], [-0.007, 2.565, 1.592], [1.179, 3.067, 0.570], [-0.023, 2.187, -1.452], [-1.237, 1.917, -0.326], [-1.839, 0.658, 1.641], [-1.398, -1.328, 3.649], [0.529, -2.836, 2.627], [0.888, -2.085, 0.197], [2.062, -0.026, -0.281], [1.981, -0.827, -3.040], [-0.506, -0.876, -3.690], [-1.867, -0.075, -1.732]]
}



*Q*
{
  "formula": "C9H12N3",
  "method": "ωB97M-V/def2-TZVPD",
  "e_homo_ev": [-13.8, -13.8],
  "charge": 1,
  "symbols": ["C", "C", "C", "C", "C", "C", "C", "N", "C", "N", "C", "N", "H", "H", "H", "H", "H", "H", "H", "H", "H", "H", "H", "H"],
  "coordinates": [[0.880, 0.535, 1.520], [1.302, -0.305, 0.372], [0.247, -0.596, -0.714], [-1.014, -1.378, -0.221], [-1.973, -0.515, 0.519], [-2.287, 0.704, -0.005], [-1.490, 1.294, -0.994], [-1.528, 2.456, -1.521], [-1.041, 3.235, -2.413], [-0.688, 4.108, -3.048], [-0.239, 0.642, -1.411], [0.523, 1.082, -2.341], [1.003, 1.468, 1.199], [1.618, 0.500, 2.359], [-0.211, 0.214, 1.824], [1.516, -1.213, 0.786], [2.150, 0.140, 0.037], [0.497, -1.177, -1.588], [-0.800, -2.279, 0.452], [-1.643, -1.733, -0.971], [-2.469, -0.960, 1.263], [-3.005, 1.463, 0.312], [1.442, 0.702, -2.571], [0.220, 1.940, -2.908]]
}



List of relative energies, unit eV: *P* 0.000; *Q* 1.114



*P*
{
  "formula": "C3H8N2S",
  "method": "ωB97M-V/def2-TZVPD",
  "e_homo_ev": -8.9,
  "charge": 0,
  "symbols": ["N", "C", "C", "C", "N", "S", "H", "H", "H", "H", "H", "H", "H", "H"],
  "coordinates": [[-2.349, 0.037, 0.302], [-1.043, 0.422, 0.784], [-0.035, -0.553, -0.249], [1.552, -0.643, 0.133], [2.586, -0.153, -0.429], [2.196, 0.741, -1.916], [-2.585, -0.936, 0.630], [-2.960, 0.778, 0.443], [-1.044, 0.296, 1.843], [-0.859, 1.489, 0.368], [-0.043, -1.798, 0.133], [-0.451, -0.255, -1.303], [1.716, -0.969, 1.227], [3.319, 1.546, -1.965]]
}



*Q*
{
  "formula": "C3H8N2S",
  "method": "ωB97M-V/def2-TZVPD",
  "e_homo_ev": -8.6,
  "charge": 0,
  "symbols": ["H", "N", "C", "C", "C", "N", "S", "H", "H", "H", "H", "H", "H", "H"],
  "coordinates": [[-3.841, 0.284, 0.395], [-3.034, -0.161, 0.122], [-1.904, 0.377, 0.231], [-0.566, -0.336, 0.309], [0.729, 0.489, 0.203], [1.843, -0.555, 0.268], [3.406, 0.098, 0.080], [-1.780, 1.392, 0.545], [-0.336, -1.115, -0.400], [-0.760, -0.803, 1.317], [0.880, 1.128, 1.068], [0.943, 1.099, -0.681], [1.721, -0.837, 1.223], [3.172, 0.307, -1.295]]
}



List of relative energies, unit eV: *P* 1.337; *Q* 0.000



*P*
{
  "formula": "C3H8N2S",
  "method": "ωB97M-V/def2-TZVPD",
  "e_homo_ev": -9.0,
  "charge": 0,
  "symbols": ["H", "N", "C", "N", "C", "C", "S", "H", "H", "H", "H", "H", "H", "H"],
  "coordinates": [[1.351, -2.190, -0.631], [0.903, -1.310, -1.113], [0.921, -0.381, -0.225], [1.634, -0.392, 0.997], [0.071, 0.828, -0.605], [-1.398, 0.697, -0.074], [-2.150, -0.964, 0.084], [2.278, 0.615, 1.085], [2.013, -1.446, 1.120], [0.466, 1.795, -0.244], [-0.060, 0.686, -1.792], [-1.838, 1.588, -0.850], [-1.305, 1.007, 1.132], [-2.886, -0.533, 1.114]]
}



*Q*
{
  "formula": "C3H8N2S",
  "method": "ωB97M-V/def2-TZVPD",
  "e_homo_ev": -9.1,
  "charge": 0,
  "symbols": ["H", "N", "C", "C", "N", "S", "C", "H", "H", "H", "H", "H", "H", "H"],
  "coordinates": [[-2.179, -1.883, 0.032], [-2.422, -0.865, 0.029], [-1.238, -0.277, -0.181], [-1.308, 1.230, -0.247], [-0.027, -0.921, -0.251], [1.439, -0.244, -0.893], [2.337, -0.049, 0.598], [-0.770, 1.806, 0.508], [-1.005, 1.502, -1.269], [-2.446, 1.494, -0.414], [-0.126, -1.973, -0.468], [3.240, 0.403, 0.274], [2.580, -0.972, 1.085], [1.924, 0.748, 1.196]]
}



List of relative energies, unit eV: *P* 1.652; *Q* 0.000



*P*
{
  "formula": "C3H6N3O",
  "method": "ωB97M-V/def2-TZVPD",
  "e_homo_ev": -12.2,
  "charge": 1,
  "symbols": ["N", "C", "O", "C", "C", "N", "N", "H", "H", "H", "H", "H", "H"],
  "coordinates": [[-3.751, 0.264, -0.071], [-2.596, -0.025, -0.026], [-1.455, -0.263, 0.167], [-0.130, 0.318, 0.163], [1.192, -0.105, 0.094], [1.579, -1.377, -0.104], [2.087, 0.908, 0.100], [-4.706, 0.366, -0.511], [-0.277, 1.361, 0.466], [0.941, -2.183, -0.083], [2.535, -1.806, -0.146], [1.553, 1.807, 0.075], [3.026, 0.734, -0.124]]
}



*Q*
{
  "formula": "C3H6N3O",
  "method": "ωB97M-V/def2-TZVPD",
  "e_homo_ev": -15.3,
  "charge": 1,
  "symbols": ["H", "N", "C", "C", "O", "C", "N", "N", "H", "H", "H", "H", "H"],
  "coordinates": [[1.832, 0.665, -0.894], [2.034, 0.383, -0.008], [1.018, 0.012, 0.641], [1.115, -0.403, 2.105], [0.061, -0.587, 2.714], [-0.321, 0.016, -0.041], [-1.306, 0.525, 0.584], [-0.385, -0.329, -1.290], [2.149, -0.577, 2.462], [-1.050, 0.417, 1.631], [-2.193, 0.422, 0.018], [0.454, -0.547, -1.833], [-1.285, -0.108, -1.663]]
}



List of relative energies, unit eV: *P* 2.175; *Q* 0.000



*P*
{
  "formula": "C4H10N2O2",
  "method": "ωB97M-V/def2-TZVPD",
  "e_homo_ev": -9.5,
  "charge": 0,
  "symbols": ["C", "C", "N", "O", "H", "H", "H", "H", "H", "C", "C", "N", "O", "H", "H", "H", "H", "H"],
  "coordinates": [[1.646, 3.106, 0.229], [1.067, 1.768, -0.103], [1.606, 0.819, 0.727], [0.022, 1.584, -0.736], [2.243, 3.344, -0.594], [2.418, 2.895, 0.794], [0.949, 3.846, 0.578], [1.031, -0.051, 0.718], [2.621, 0.568, 1.077], [-1.939, -3.031, -0.101], [-1.013, -1.734, -0.025], [-1.371, -0.757, -0.946], [-0.061, -1.568, 0.646], [-2.643, -3.042, -0.975], [-2.390, -3.327, 0.828], [-1.213, -3.941, -0.066], [-0.795, 0.194, -0.601], [-2.177, -0.671, -1.451]]
}



*Q*
{
  "formula": "C4H10N2O2",
  "method": "ωB97M-V/def2-TZVPD",
  "e_homo_ev": -9.7,
  "charge": 0,
  "symbols": ["C", "C", "C", "C", "H", "H", "H", "H", "H", "H", "H", "H", "H", "H", "N", "N", "O", "O"],
  "coordinates": [[-2.245, 0.082, 0.053], [-3.666, 0.122, 0.140], [2.226, -0.142, 0.140], [3.662, -0.235, 0.062], [-0.770, -1.148, -0.383], [-2.498, -1.966, -0.127], [-3.649, 0.383, 1.284], [-4.273, -0.915, -0.472], [-4.263, 1.242, -0.302], [0.810, 1.569, -0.018], [2.698, 1.842, -0.090], [4.185, 0.734, -0.482], [3.734, -0.954, -0.664], [4.055, -0.525, 1.021], [-1.737, -1.190, -0.248], [1.802, 1.193, -0.196], [-1.525, 1.016, 0.078], [1.456, -1.108, 0.203]]
}



*R*
{
  "formula": "C4H10N2O2",
  "method": "ωB97M-V/def2-TZVPD",
  "e_homo_ev": -9.7,
  "charge": 0,
  "symbols": ["C", "C", "C", "N", "N", "C", "O", "O", "H", "H", "H", "H", "H", "H", "H", "H", "H", "H"],
  "coordinates": [[1.512, 0.803, -0.080], [0.072, 0.277, -0.064], [-0.384, -0.159, -1.453], [-0.333, 0.989, -2.349], [-0.027, -0.816, 0.896], [-0.583, -0.649, 2.114], [-0.986, 0.378, 2.586], [-0.596, -1.854, 2.796], [1.705, 1.481, -0.900], [2.187, -0.057, -0.221], [1.744, 1.193, 0.913], [-0.524, 1.072, 0.378], [0.373, -0.863, -1.778], [-1.370, -0.638, -1.416], [-0.614, 0.728, -3.295], [-1.058, 1.662, -2.114], [0.286, -1.746, 0.662], [-1.404, -1.802, 3.326]]
}



List of relative energies, unit eV: *P* 1.567; *Q* 3.222; *R* 0.000